Entry 1:
Below is a 6-piece molecular cluster, C6H24N4O6 overall, with properties calculated with ωB97M-V/def2-TZVPD.

```
40
C6H24N4O6 | OMol25 | ωB97M-V/def2-TZVPD
N 2.20077 -4.90398 21.89229
C 0.85785 -4.80822 21.67121
N 0.36697 -5.50244 20.60116
O 0.14063 -4.07087 22.34105
H 2.79695 -5.46375 21.31019
H 2.62983 -4.31603 22.59001
H 0.95079 -6.14211 20.09540
H -0.57052 -5.29709 20.31403
N 1.34155 -3.43733 24.86043
C 1.78215 -2.15168 24.85106
N 1.45543 -1.46743 23.69490
O 2.49787 -1.63423 25.69693
H 0.94469 -3.76177 23.98683
H 1.43083 -3.99773 25.68432
H 0.74777 -1.84116 23.08309
H 1.77266 -0.52719 23.55600
C 1.18168 -2.06144 19.02348
O 0.72753 -1.84394 17.69118
H 1.62744 -3.04935 19.15646
H 1.97820 -1.33664 19.19911
H 0.37962 -1.86138 19.73612
H 0.24949 -2.61586 17.37991
C 4.71848 -2.62912 21.59560
O 4.40476 -2.68872 22.98482
H 4.91717 -3.63979 21.25017
H 3.90619 -2.19001 21.01051
H 5.59896 -1.99490 21.46337
H 3.94452 -1.88803 23.25622
C 4.05897 -5.49257 25.40345
O 4.94398 -5.16490 24.35831
H 3.76238 -4.61888 25.99670
H 3.10218 -5.91654 25.05478
H 4.53049 -6.22413 26.05459
H 4.62053 -4.37118 23.91175
C 8.02493 -2.27510 23.87331
O 7.82108 -0.97646 24.45528
H 8.67411 -2.13614 23.00426
H 8.46182 -2.95862 24.60211
H 7.07629 -2.68734 23.54225
H 8.69321 -0.66144 24.70520
```

Values from the calculation:
M ... 248.28 g/mol
SMILES ... NC(N)=O.NC(N)=O.CO.CO.CO.CO
HOMO energy ... -9.663 eV
Relative energy (zero: lowest compared OMol25 entry of this formula, charge and spin) ... 0.00 kcal per mole

---

Entry 2:
Below is a 6-piece molecular cluster, C6H24NO5S overall, with properties calculated with ωB97M-V/def2-TZVPD.

```
37
C6H24NO5S | OMol25 | ωB97M-V/def2-TZVPD
C 1.92949 1.36028 -0.85517
C 1.13311 2.43702 -0.08125
S -0.28715 3.02905 -1.08472
N 1.23656 0.04634 -0.82592
C 0.91895 -0.50849 0.45408
C 0.61457 -2.01162 0.26056
C 0.83202 -2.66932 1.70375
C -0.90724 -2.15761 -0.16317
H 3.00833 1.21498 -0.57821
H 2.06571 1.67168 -1.87626
H 0.80615 1.95188 0.87858
H 1.61876 3.45562 0.02786
H 0.51557 0.06642 -1.71307
H 0.21113 0.00255 1.13654
H 1.84586 -0.46615 1.04637
H 1.29100 -2.45124 -0.51313
H 1.77306 -2.61812 2.27152
H 0.81136 -3.73596 1.36573
H 0.01771 -2.39945 2.36155
H -1.30322 -1.23265 0.35466
H -1.55394 -2.96934 -0.03531
H -0.94906 -2.05286 -1.24428
H -3.14201 -0.65659 -1.58669
H -3.85157 0.58529 -1.39279
O -4.02164 -0.29748 -1.71953
H -2.14442 2.28431 -0.60996
H -3.67209 2.11578 -0.78292
O -2.96733 1.79757 -0.23087
H 3.06824 -1.04427 -0.21989
H 3.46728 -1.87902 0.76484
O 3.46940 -1.97659 -0.18140
H -1.24916 1.80325 3.61755
H -0.45315 2.73756 2.59967
O -0.46188 2.27565 3.41792
H -1.22591 0.62482 -2.93772
H -1.01131 1.31560 -1.59362
O -1.43318 0.35111 -2.03531
```

Values from the calculation:
Net charge ... -1
M ... 222.33 g/mol
HOMO energy ... -4.385 eV
Relative energy (zero: lowest compared OMol25 entry of this formula, charge and spin) ... 89.45 kcal per mole

---

Entry 3:
Below is C6H24NO6 as an isolated structure, with properties calculated with ωB97M-V/def2-TZVPD.

```
37
C6H24NO6 | OMol25 | ωB97M-V/def2-TZVPD
C -1.37758 -0.03317 -2.52045
O -0.30011 0.74383 -2.04849
C -1.82284 -1.28305 -1.70900
C -2.33490 -1.03431 -0.29039
C -1.68646 -0.04314 0.65151
C -0.31188 -0.64160 1.17603
N 0.06929 -0.22791 2.50661
C -0.70383 -0.84523 3.56582
H -1.19582 -0.20734 -3.60545
H -2.17403 0.75114 -2.44565
H -1.02091 -1.97651 -1.83306
H -2.68774 -1.65174 -2.26830
H -3.35178 -0.56884 -0.38439
H -2.51907 -1.97500 0.25348
H -1.43558 0.94336 0.26271
H -2.26988 0.10577 1.58278
H -0.35746 -1.74155 1.19939
H 0.33983 -0.25590 0.39553
H 0.16640 0.76192 2.66711
H -1.70813 -1.15286 3.26014
H -0.22117 -1.78843 3.90376
H -0.71821 -0.21163 4.44880
H 2.87725 -0.18989 -0.65582
H 3.02714 0.19864 0.78556
O 3.53446 -0.24426 0.10212
H -0.51130 2.10256 -1.65496
H 0.09628 3.28180 -0.83834
O -0.67079 3.12301 -1.42334
H 0.68463 0.12049 -1.88425
H 1.90531 -1.15110 -2.61754
O 1.62931 -0.73684 -1.78583
H 0.69268 2.69657 1.93693
H -0.51075 3.27871 1.22377
O 0.28116 3.53370 1.74368
H 3.13430 -2.13399 0.15383
H 1.91891 -2.83907 -0.59890
O 2.63977 -2.96991 0.02197
```

Values from the calculation:
Net charge ... -1
M ... 206.26 g/mol
HOMO energy ... -5.532 eV
Relative energy (zero: lowest compared OMol25 entry of this formula, charge and spin) ... 27.56 kcal per mole

---

Entry 4:
Below is a 7-piece molecular cluster, C6H24NO6 overall, with properties calculated with ωB97M-V/def2-TZVPD.

```
37
C6H24NO6 | OMol25 | ωB97M-V/def2-TZVPD
C -0.66943 -1.30373 -1.16417
C -1.98702 -1.72060 -0.51587
C -2.63416 -0.80780 0.53958
C -3.71095 -1.31381 1.23803
C -1.57712 0.35989 2.33171
C -1.87893 0.29140 0.98710
N 0.42873 -1.15728 -0.13654
H -0.49007 -0.32896 -1.76093
H -0.31342 -2.06483 -1.94280
H -1.85899 -2.70304 -0.06441
H -2.54645 -2.14931 -1.29122
H -4.24012 -2.19136 1.02310
H -4.03344 -0.69697 2.15558
H -1.47695 -0.39605 3.20534
H -1.20803 1.38026 2.65545
H -1.81637 1.14554 0.36219
H 0.23509 -0.52202 0.73567
H 1.44794 -0.89043 -0.55989
H 0.77195 -1.98801 0.52239
H -2.75730 3.86002 -0.09565
H -1.96092 4.20415 -1.44591
O -1.91613 3.89102 -0.58082
H 1.28048 2.02970 -2.56534
H 2.18777 1.66490 -1.70105
O 1.28685 1.86103 -1.58274
H 2.71056 0.19217 2.97952
H 1.45109 0.81361 2.64005
O 1.87355 -0.05185 2.42374
H 1.18308 -4.42786 -1.44522
H 1.72898 -3.43588 -0.43468
O 1.94269 -3.80057 -1.26932
H 1.55841 3.20339 -0.63969
H 1.47200 4.49060 0.01802
O 2.13847 3.95599 -0.31586
H 3.38444 -2.05124 -1.54893
H 4.27794 -1.33582 -0.61862
O 3.51916 -1.19734 -1.14069
```

Values from the calculation:
Net charge ... +1
M ... 206.26 g/mol
HOMO energy ... -12.402 eV
Relative energy (zero: lowest compared OMol25 entry of this formula, charge and spin) ... 69.50 kcal per mole